Molecular formula: C8H9NO2S
Method: DFT, ωB97M-V/def2-TZVPD

```
! RIJCOSX wB97M-V def2-TZVPD def2/J DEFGRID3
* xyz 0 1
C 2.9813 0.8913 0.3273
C 2.5499 1.5194 -0.8269
C 2.2704 -0.0685 1.0422
C 1.1204 1.3751 -1.2198
C 1.0249 -0.3159 0.5434
C 0.4725 0.4205 -0.5085
C -0.1471 -1.2428 0.6616
C -1.0674 -0.5531 -0.3391
N -2.8257 1.2460 -0.8816
O -3.2039 -0.6802 0.9095
O -1.8713 1.2424 1.4841
S -2.3327 0.3583 0.4633
H 4.0369 1.1539 0.7587
H 3.0995 2.3791 -1.1842
H 2.6893 -0.7411 1.8085
H 0.8495 1.7832 -2.1490
H 0.0530 -2.3127 0.4381
H -0.6129 -1.3262 1.7102
H -1.4129 -0.9685 -1.2644
H -3.7631 0.8947 -1.1309
H -3.0438 2.1833 -0.5998
*
```

For the HOMO energy, the calculation gives -9.19 eV. As for the total energy: -24859.304 eV. The value obtained for the energy above the lowest of the compared OMol25 structures with the same formula, charge and spin is 69.44 kcal per mole. As for the SMILES: NS(=O)(=O)[C@@H]1Cc2ccccc21. For the molar mass, the calculation gives 183.2 g mol⁻¹. For the LUMO energy, the calculation gives 0.5 eV.

=====

Molecular formula: C8H9NO3
Method: DFT, ωB97M-V/def2-TZVPD

```
! RIJCOSX wB97M-V def2-TZVPD def2/J DEFGRID3
* xyz 0 1
C -0.1732 1.5420 1.8112
C -2.3172 -2.6338 1.1839
C -1.7432 -1.6574 0.5811
C -1.2262 -0.6347 1.4719
C -0.5500 0.4992 1.0336
C -0.1571 0.6532 -0.4172
C 1.7185 1.5104 -1.8612
C 1.0624 1.5230 -0.5097
N -0.2049 2.3044 2.6774
O -0.6712 0.0481 -1.3362
O 1.6806 3.2674 2.9484
O 0.4889 3.0762 3.4692
H -2.6497 -3.5106 0.8095
H -2.6319 -2.6708 2.1546
H -1.6226 -1.6298 -0.4611
H -1.3607 -0.7728 2.5233
H 0.9666 0.9358 -2.4318
H 2.6504 0.9248 -1.8609
H 2.0350 2.5268 -2.2264
H 1.6856 1.4543 0.4830
H 0.7034 2.4673 -0.3033
*
```

For the HOMO energy (alpha / beta), the calculation gives -7.59 / -7.58 eV. As for the total energy: -16064.221 eV. The value obtained for the energy above the lowest of the compared OMol25 structures with the same formula, charge and spin is 244.49 kcal per mole. For the molar mass, the calculation gives 167.2 g mol⁻¹. For the LUMO energy (alpha / beta), the calculation gives -1.7 / -1.7 eV.

=====

Molecular formula: C8H9OP
Method: DFT, ωB97M-V/def2-TZVPD

```
! RIJCOSX wB97M-V def2-TZVPD def2/J DEFGRID3
* xyz 0 1
C -2.6900 -0.9359 -0.0474
C -2.3993 0.3905 -0.3180
C -1.6557 -1.8118 0.2428
C -1.0934 0.8367 -0.3036
C -0.3493 -1.3692 0.2667
C -0.0388 -0.0382 -0.0166
C 1.6984 1.8261 0.3628
C 1.3215 0.4374 -0.0445
O 4.0264 -0.2200 -0.2413
P 2.6261 -0.6398 -0.2110
H -3.7130 -1.2813 -0.0545
H -3.1966 1.0852 -0.5412
H -1.8761 -2.8448 0.4680
H -0.8809 1.8678 -0.5390
H 0.4418 -2.0525 0.5423
H 1.3641 2.0605 1.3738
H 2.7829 1.9440 0.3049
H 1.2470 2.5557 -0.3126
H 2.3847 -1.8105 -0.9317
*
```

For the HOMO energy, the calculation gives -8.06 eV. As for the total energy: -19777.283 eV. The value obtained for the energy above the lowest of the compared OMol25 structures with the same formula, charge and spin is 0.00 kcal per mole. For the molar mass, the calculation gives 152.1 g mol⁻¹. For the LUMO energy, the calculation gives -0.3 eV.

=====

Molecular formula: C90H181N11O38
Method: DFT, ωB97M-V/def2-TZVPD

```
! RIJCOSX wB97M-V def2-TZVPD def2/J DEFGRID3
* xyz 0 1
C 0.7196 4.3496 -9.6107
O -0.3289 3.4174 -9.7439
C 0.1864 2.1001 -9.6894
C -1.0816 1.2004 -9.6969
N -2.0772 1.4223 -8.6579
C -1.6383 0.9854 -7.3021
C -2.5074 1.4367 -6.1942
O -2.5213 2.8496 -6.2515
C -3.2503 3.4468 -5.2375
H 1.3641 4.1572 -8.7643
H 0.2141 5.3428 -9.5947
H 1.3992 4.3471 -10.5014
H 0.7426 1.9295 -8.7348
H 0.8207 1.7557 -10.5281
H -0.7372 0.1503 -9.6381
H -1.4883 1.2312 -10.7293
H -2.2825 2.4071 -8.6045
H -0.5906 1.3968 -7.0491
H -1.5469 -0.0743 -7.2512
H -2.0563 1.1707 -5.1667
H -3.4616 1.0205 -6.1763
H -2.9372 3.0646 -4.2680
H -4.3453 3.2688 -5.3434
H -3.0426 4.5275 -5.2544
C -3.0569 -0.6640 -2.1938
O -2.7051 -0.4256 -0.8649
C -1.7078 0.5951 -0.7753
C -1.0645 0.3970 0.5732
N -2.1919 0.3035 1.4929
C -1.6892 -0.1149 2.8493
C -0.7055 0.8931 3.4439
O -0.8925 0.7585 4.8256
C -0.6870 1.8517 5.6311
H -2.2013 -1.1357 -2.7175
H -3.3472 0.3141 -2.6586
H -3.9311 -1.3683 -2.1999
H -2.3253 1.5096 -0.8537
H -0.9573 0.5975 -1.5680
H -0.5445 1.2859 0.8347
H -0.4626 -0.5288 0.6566
H -2.8844 -0.3613 1.1658
H -1.4340 -1.1561 2.8885
H -2.6114 0.0188 3.4609
H -0.8115 1.8787 2.9600
H 0.3192 0.5943 3.1749
H -0.9565 1.6926 6.6592
H -1.3129 2.7300 5.3671
H 0.3265 2.1532 5.5889
C -4.4504 -2.3704 -6.0116
O -4.4298 -2.6005 -7.3954
C -4.8496 -1.5765 -8.2341
C -5.1893 -2.1544 -9.6190
N -4.1177 -2.8574 -10.3702
C -3.0583 -1.9068 -10.7569
C -3.1239 -1.3828 -12.2133
O -4.2715 -0.6739 -12.4952
C -4.6985 -0.4307 -13.8189
H -5.4101 -2.0099 -5.6267
H -3.7573 -1.5149 -5.7758
H -3.9973 -3.2224 -5.4483
H -4.0899 -0.7342 -8.2697
H -5.8320 -1.2053 -7.8972
H -5.3864 -1.2228 -10.2095
H -6.0932 -2.6990 -9.5042
H -3.7495 -3.6638 -9.8402
H -2.1218 -2.4790 -10.8674
H -2.9655 -1.2139 -9.9409
H -2.9807 -2.3106 -12.8052
H -2.2400 -0.8337 -12.4292
H -4.1897 0.3873 -14.3153
H -5.6886 -0.0379 -13.7833
H -4.6772 -1.3619 -14.3824
C 3.4518 1.1063 7.2761
O 4.6761 0.6883 7.7182
C 4.6345 -0.1100 8.8717
C 6.0032 -0.2811 9.6809
N 6.2829 1.0283 10.3383
C 7.5305 1.0431 11.1539
C 8.0265 2.4788 11.2498
O 8.1519 2.9956 9.9120
C 9.3499 3.8267 9.6700
H 2.8870 1.3634 8.1238
H 3.0269 0.4461 6.5615
H 3.6450 1.9640 6.6814
H 4.2365 -1.1575 8.7276
H 3.9522 0.3710 9.5901
H 6.8105 -0.5872 9.0521
H 5.8624 -0.9937 10.4988
H 6.4426 1.6615 9.5591
H 8.3621 0.4150 10.7658
H 7.2844 0.7766 12.1628
H 8.8537 2.6400 11.8666
H 7.1879 3.0004 11.7147
H 9.4776 4.0351 8.6300
H 10.2523 3.3200 9.9747
H 9.2232 4.8560 10.1588
C 0.8266 2.9927 -4.5796
O 0.6385 1.7981 -3.7819
C 1.3659 0.7041 -4.3569
C 0.8464 -0.5809 -3.9104
N 1.5120 -1.7082 -4.4382
C 1.2172 -2.9743 -3.8032
C 2.0806 -3.9858 -4.4104
O 3.4306 -3.6244 -4.0700
C 4.3541 -4.1750 -4.9200
H 0.0742 2.9595 -5.3681
H 1.7488 2.9919 -5.0803
H 0.7640 3.7985 -3.8594
H 2.4126 0.7221 -4.1532
H 1.3721 0.8238 -5.4887
H -0.2288 -0.6144 -4.2832
H 0.7838 -0.6394 -2.8025
H 2.4888 -1.6360 -4.2031
H 0.1473 -3.2343 -3.9260
H 1.5001 -2.9514 -2.7452
H 1.9314 -3.9177 -5.4719
H 1.8558 -4.9973 -4.0611
H 4.3488 -3.7200 -5.9828
H 4.1608 -5.2424 -5.0277
H 5.3886 -3.9574 -4.5662
C 1.6814 7.5857 1.0687
O 0.4133 7.4450 0.4817
C -0.4015 8.6401 0.4625
C -1.5623 8.5575 -0.5430
N -2.5360 7.6641 -0.0518
C -3.5592 7.1787 -0.9581
C -4.6619 6.4637 -0.1606
O -5.6522 6.1337 -1.1007
C -6.7513 5.6383 -0.4563
H 2.2538 6.7101 0.9720
H 1.6763 7.8894 2.1309
H 2.2165 8.4003 0.5039
H 0.2438 9.4320 0.1825
H -0.6502 8.8287 1.5161
H -1.1302 8.1500 -1.4961
H -1.8887 9.5694 -0.7436
H -2.0500 6.9328 0.3977
H -3.2000 6.4142 -1.6860
H -3.9796 8.0714 -1.4672
H -5.0014 7.1000 0.6132
H -4.3259 5.5331 0.2417
H -6.5536 4.8609 0.2336
H -7.5257 5.1813 -1.1532
H -7.1520 6.3526 0.1935
C 1.4588 -1.6629 -10.8760
O 1.1237 -0.9486 -9.7725
C 2.0586 -1.1475 -8.6326
C 1.5893 -2.3376 -7.8428
N 0.3158 -2.1695 -7.2195
C -0.9503 -2.6750 -7.6897
C -1.3699 -3.9578 -7.0223
O -1.2256 -3.9391 -5.5849
C -1.8593 -5.0391 -5.0059
H 2.5307 -1.4591 -11.0256
H 0.8782 -1.3068 -11.7574
H 1.3859 -2.7541 -10.8719
H 1.8985 -0.2441 -8.0881
H 3.1050 -1.1659 -8.8842
H 2.3748 -2.4404 -7.1383
H 1.8201 -3.2090 -8.4518
H 0.4317 -2.1964 -6.2419
H -0.9009 -2.7718 -8.7873
H -1.6780 -1.8765 -7.5315
H -0.7307 -4.7720 -7.4999
H -2.4156 -4.2201 -7.2617
H -2.9965 -5.0662 -5.1145
H -1.6667 -5.0424 -3.9528
H -1.4624 -5.9907 -5.3814
C 3.8979 -3.2806 12.6444
O 3.8316 -4.0774 11.5157
C 4.1366 -3.4012 10.3300
C 3.8453 -4.3381 9.1307
N 3.9656 -3.7211 7.7831
C 2.8515 -2.9625 7.3104
C 1.8927 -3.8337 6.4396
O 0.6616 -3.1877 6.2330
C 0.6625 -2.1627 5.3035
H 3.4441 -2.3027 12.4835
H 4.9951 -3.1829 12.8886
H 3.4016 -3.8790 13.4804
H 5.2285 -3.2439 10.4026
H 3.6128 -2.4778 10.2507
H 2.8633 -4.8522 9.1541
H 4.4471 -5.1934 9.2130
H 4.7817 -3.1008 7.8557
H 3.1547 -2.1111 6.6652
H 2.2206 -2.5667 8.1492
H 1.6491 -4.7107 6.9992
H 2.3009 -4.0679 5.4636
H -0.3408 -1.7103 5.1685
H 0.9610 -2.4269 4.2697
H 1.4263 -1.4141 5.6171
C 3.4626 6.2434 5.3827
O 2.3526 6.0566 4.5503
C 1.0808 5.9613 5.2461
C -0.1042 5.9832 4.2989
N -0.3544 7.3249 3.9343
C -1.0804 8.0298 4.9600
C -2.5491 7.7827 4.9367
O -3.0013 8.1481 6.2161
C -4.3316 8.4552 6.3049
H 3.2151 7.1379 6.0147
H 4.2947 6.4247 4.6964
H 3.6062 5.4203 6.0065
H 0.9445 6.8802 5.8442
H 0.9368 5.2165 5.9937
H -0.9698 5.6431 4.9105
H -0.0957 5.3406 3.3634
H -0.9747 7.2961 3.1264
H -0.9576 9.1020 4.7350
H -0.6892 7.7681 5.9415
H -2.8778 6.8189 4.5080
H -2.9156 8.4933 4.2345
H -4.9192 7.5292 6.2161
H -4.6570 9.0648 5.4792
H -4.3604 9.0005 7.2187
C 3.7067 -8.2160 2.9834
O 3.8349 -6.7956 3.1023
C 4.1415 -6.2778 4.4388
C 4.7759 -4.9123 4.2714
N 5.9989 -5.0683 3.5007
C 6.6707 -3.8658 3.0606
C 6.0343 -2.9159 2.1189
O 4.7899 -2.3769 2.6366
C 4.9215 -1.6421 3.8074
H 4.0113 -8.4232 2.0095
H 2.6772 -8.3988 3.3238
H 4.4458 -8.6945 3.6516
H 4.8661 -6.9525 4.9576
H 3.2577 -6.1945 5.1439
H 5.0764 -4.3766 5.1700
H 4.0140 -4.2831 3.7816
H 5.7068 -5.5791 2.6535
H 7.5387 -4.2573 2.5573
H 6.9864 -3.2964 3.9537
H 5.8394 -3.3237 1.1644
H 6.7316 -2.0221 2.0426
H 4.4391 -2.1764 4.6217
H 4.4863 -0.6576 3.7772
H 5.9692 -1.5426 4.1226
C -4.9570 -4.2601 -1.4353
O -5.6567 -3.0113 -1.4083
C -6.4906 -2.8485 -0.1950
C -6.9325 -1.4208 0.0259
N -5.8401 -0.5159 -0.1095
C -6.0508 0.9196 -0.2040
C -6.7958 1.3180 -1.5007
O -5.7925 1.0581 -2.4723
C -6.1721 0.9121 -3.7819
H -5.6023 -4.9977 -1.9620
H -4.6236 -4.6422 -0.4049
H -4.0143 -4.2180 -1.9391
H -5.9439 -3.2911 0.6425
H -7.4549 -3.3786 -0.2867
H -7.2742 -1.3025 1.0093
H -7.7582 -1.2419 -0.6780
H -5.1371 -0.8213 -0.7737
H -5.0378 1.3221 -0.3276
H -6.4778 1.1724 0.7494
H -7.0414 2.4369 -1.5229
H -7.5915 0.6889 -1.7357
H -6.8491 0.0891 -3.9234
H -5.2977 0.7725 -4.3623
H -6.5981 1.8043 -4.2244
C 0.3302 -8.2348 1.2481
C -0.8725 -7.7833 1.7102
C -1.6573 -6.8408 0.8030
O -2.7631 -6.6756 1.2570
C -1.2234 -6.4048 -0.4937
C -0.0672 -6.9244 -0.9534
C 0.7502 -7.9187 -0.1046
O 1.7580 -8.3228 -0.6517
O 0.4958 -6.6520 -2.1056
O -1.5584 -8.2012 2.7605
H 0.8508 -9.1123 1.6510
H -2.0385 -5.7927 -0.9846
H 1.2786 -7.2128 -2.1524
H -2.3389 -7.6113 2.6226
C -5.6739 2.6323 3.9237
C -5.8194 3.9990 3.9787
C -4.9069 5.0157 3.3770
O -5.1184 6.2116 3.5812
C -3.8585 4.4821 2.5677
C -3.7373 3.1051 2.3970
C -4.6991 2.0727 3.0045
O -4.6633 0.8977 2.7504
O -2.8687 2.6538 1.5753
O -6.7193 4.6268 4.7220
H -6.1646 1.9279 4.5028
H -3.1662 5.1522 2.0836
H -2.6445 1.2612 1.5590
H -6.5503 5.5757 4.6528
C 3.6033 1.2488 1.9009
C 3.3671 0.1416 1.2107
C 4.3830 -0.3471 0.2270
O 4.2176 -1.4913 -0.1749
C 5.6171 0.3412 -0.0293
C 5.8329 1.4803 0.6633
C 4.8157 2.0284 1.6066
O 5.2735 3.0337 2.1137
O 6.9564 2.1947 0.4025
O 2.3518 -0.6985 1.3494
H 2.9570 1.7350 2.6163
H 6.3648 -0.1322 -0.6828
H 6.9303 2.9943 0.9803
H 2.6406 -1.4760 0.8016
C -0.6646 -3.8690 2.1319
C -0.9163 -3.2375 0.9666
C 0.1328 -3.0044 -0.1352
O -0.1387 -2.3410 -1.0795
C 1.4729 -3.6260 0.0798
C 1.6386 -4.4747 1.1087
C 0.5956 -4.5423 2.2330
O 0.9572 -5.1907 3.2275
O 2.7913 -5.0810 1.3420
O -2.0999 -2.6400 0.6887
H -1.4192 -3.8695 2.9225
H 2.2316 -3.3855 -0.6757
H 2.7741 -5.6164 2.1787
H -2.0990 -2.0182 -0.0966
*
```

For the HOMO energy, the calculation gives -8.03 eV. As for the total energy: -190438.290 eV. The value obtained for the energy above the lowest of the compared OMol25 structures with the same formula, charge and spin is 0.00 kcal per mole. For the molar mass, the calculation gives 2025.5 g mol⁻¹. For the LUMO energy, the calculation gives -1.7 eV.